Formula: C33H54BrN5O4S
Source: the Open Molecules 2025 dataset
Level of theory: wB97M-V/def2-TZVPD

Structure (ORCA input):
```
! wB97M-V def2-TZVPD RIJCOSX def2/J DEFGRID3
* xyz 0 3
C -2.923 -4.442 3.644
C -3.761 -5.558 2.850
O -3.139 -6.869 2.798
C -1.983 -6.903 1.975
O -1.220 -7.904 2.113
C -1.527 -5.786 0.933
C -0.657 -6.331 -0.296
C -0.508 -5.313 -1.530
C -0.397 -3.773 -1.134
C -1.548 -2.881 -0.606
C -1.433 -1.367 -0.216
Br -3.094 -0.517 0.482
C -0.084 -0.619 -0.390
N 0.021 0.825 -0.060
C -0.726 1.479 -0.942
C -0.901 1.038 -2.483
C -1.554 2.774 -0.446
C 1.115 -1.478 -0.959
N 2.430 -0.981 -1.221
S 3.401 -2.266 -1.855
N 2.236 -3.547 -1.825
C 0.999 -3.034 -1.324
H -3.596 -3.500 3.669
H -1.945 -4.133 3.146
H -2.689 -4.750 4.724
H -4.744 -5.698 3.443
H -4.070 -5.129 1.838
H -0.940 -4.965 1.466
H -2.460 -5.281 0.477
H -1.222 -7.255 -0.707
H 0.345 -6.753 0.089
H -1.325 -5.493 -2.310
H 0.492 -5.583 -2.048
H -2.562 -3.400 -0.466
H 0.017 0.458 -2.875
H -1.817 0.331 -2.525
H -1.166 1.930 -3.148
H -1.386 2.879 0.690
H -2.675 2.604 -0.604
H -1.270 3.726 -1.014
C -3.909 7.646 -3.680
C -3.834 6.148 -3.280
C -4.681 5.290 -4.249
C -6.184 5.354 -3.999
C -6.505 5.094 -2.532
C -5.724 6.022 -1.581
N -4.255 6.007 -1.852
O -3.761 4.827 -1.387
C -6.282 7.461 -1.705
C -6.054 5.633 -0.118
C -2.345 5.768 -3.512
H -3.815 8.300 -2.809
H -3.096 7.931 -4.354
H -4.834 7.897 -4.204
H -4.374 4.240 -4.171
H -4.480 5.588 -5.284
H -6.583 6.324 -4.313
H -6.688 4.607 -4.620
H -7.583 5.209 -2.374
H -6.278 4.045 -2.304
H -5.712 8.159 -1.085
H -7.322 7.502 -1.369
H -6.292 7.844 -2.724
H -5.823 4.586 0.103
H -7.122 5.761 0.088
H -5.506 6.260 0.589
H -1.684 6.325 -2.842
H -2.046 5.994 -4.540
H -2.162 4.698 -3.372
C 4.743 -2.769 1.782
C 5.786 -1.619 1.749
C 6.950 -1.976 0.795
C 7.956 -2.967 1.371
C 8.428 -2.525 2.752
C 7.258 -2.264 3.722
N 6.239 -1.336 3.146
O 6.765 -0.081 3.167
C 6.604 -3.615 4.103
C 7.828 -1.747 5.066
C 5.017 -0.429 1.110
H 4.244 -2.831 2.753
H 3.946 -2.620 1.048
H 5.182 -3.743 1.555
H 7.496 -1.063 0.527
H 6.553 -2.378 -0.144
H 7.522 -3.971 1.417
H 8.818 -3.042 0.700
H 9.099 -3.286 3.164
H 9.035 -1.618 2.642
H 5.732 -3.463 4.746
H 7.310 -4.244 4.655
H 6.293 -4.211 3.247
H 8.430 -0.841 4.950
H 8.484 -2.495 5.525
H 7.025 -1.536 5.778
H 4.187 -0.107 1.743
H 4.604 -0.714 0.137
H 5.664 0.432 0.921
*
```

Computed properties:
expectation value of S²	2.009
HOMO-LUMO gap	0.2541	Eh
E	-4836.35950	a.u.
strongest force on any atom	4.96	eV/Å

---

Formula: C33H55BrF13GaNO9
Source: the Open Molecules 2025 dataset
Level of theory: wB97M-V/def2-TZVPD

Structure (ORCA input):
```
! wB97M-V def2-TZVPD RIJCOSX def2/J DEFGRID3
* xyz -1 1
C 4.494 0.275 2.039
C 4.325 -0.109 0.447
C 4.101 1.231 -0.529
C 3.974 0.627 -2.075
C 3.274 1.666 -3.134
C 1.703 1.248 -3.352
C 1.018 1.850 -4.727
C -0.625 1.899 -4.414
C -0.906 3.359 -3.723
Ga -2.469 3.403 -2.371
Br -4.489 3.925 -3.705
C -2.877 1.578 -1.460
C -3.808 1.695 -0.105
F -5.255 1.467 -0.434
C -2.175 4.957 -1.042
C -1.048 6.059 -1.491
C 0.126 6.258 -0.363
C 1.593 5.591 -0.810
N 2.639 6.618 -0.436
C 3.981 6.360 -1.085
C 4.618 4.904 -1.483
O 4.759 7.452 -1.320
H 3.507 -0.046 2.616
H 5.362 -0.417 2.469
H 4.818 1.381 2.245
H 3.399 -0.817 0.245
H 5.346 -0.590 0.063
H 3.127 1.816 -0.192
H 5.049 1.949 -0.500
H 5.046 0.345 -2.492
H 3.295 -0.329 -2.021
H 3.384 2.798 -2.860
H 3.823 1.526 -4.185
H 1.089 1.674 -2.432
H 1.579 0.080 -3.398
H 1.243 1.230 -5.694
H 1.333 2.995 -4.845
H -0.911 1.040 -3.670
H -1.237 1.832 -5.435
H 0.079 3.661 -3.126
H -1.080 4.192 -4.528
H -3.508 0.940 -2.236
H -1.887 1.006 -1.210
H -3.485 0.810 0.601
H -3.718 2.730 0.441
H -3.207 5.548 -0.949
H -1.978 4.531 0.054
H -1.597 7.110 -1.605
H -0.518 5.845 -2.512
H 0.321 7.433 -0.291
H -0.191 5.927 0.719
H 1.614 5.240 -1.926
H 1.743 4.655 -0.091
H 2.769 6.710 0.595
H 4.005 3.974 -1.125
H 5.693 4.801 -0.975
H 4.840 4.907 -2.653
C 3.969 0.711 7.942
C 2.633 0.070 8.272
O 1.722 0.208 7.171
C 1.858 -0.707 6.157
O 2.697 -1.603 6.152
C 0.798 -0.475 5.081
F 0.660 0.841 4.751
F -0.437 -0.899 5.476
F 1.070 -1.130 3.916
H 3.831 1.753 7.639
H 4.638 0.678 8.806
H 4.457 0.198 7.107
H 2.181 0.587 9.125
H 2.748 -0.982 8.556
C -3.236 -3.628 -2.995
C -2.369 -2.546 -3.612
O -1.256 -2.244 -2.757
C -0.180 -3.091 -2.845
O -0.134 -4.062 -3.594
C 0.946 -2.625 -1.923
F 0.500 -2.271 -0.683
F 1.597 -1.533 -2.418
F 1.899 -3.578 -1.722
H -3.548 -3.343 -1.986
H -4.127 -3.804 -3.605
H -2.687 -4.570 -2.904
H -2.951 -1.624 -3.713
H -2.028 -2.823 -4.616
C 2.416 -6.516 -1.965
C 1.995 -6.848 -0.545
O 1.687 -8.245 -0.423
C 2.757 -9.086 -0.252
O 3.924 -8.708 -0.205
C 2.283 -10.530 -0.088
F 1.325 -10.877 -0.994
F 1.741 -10.755 1.143
F 3.287 -11.440 -0.233
H 1.653 -6.842 -2.679
H 2.575 -5.441 -2.080
H 3.343 -7.034 -2.233
H 1.081 -6.298 -0.297
H 2.758 -6.550 0.184
C -6.563 0.471 2.400
C -7.677 -0.234 1.648
O -8.161 -1.357 2.401
C -9.069 -1.075 3.390
O -9.468 0.057 3.650
C -9.535 -2.360 4.073
F -8.505 -3.207 4.362
F -10.402 -3.070 3.295
F -10.179 -2.134 5.252
H -5.767 -0.234 2.660
H -6.139 1.278 1.796
H -6.929 0.898 3.339
H -7.289 -0.629 0.704
H -8.495 0.451 1.400
*
```

Computed properties:
HOMO-LUMO gap	0.2590	Eh
E	-7819.23254	a.u.
strongest force on any atom	8.18	eV/Å

---

> Which of these has the lowest E?

C33H55BrF13GaNO9

---

> Which formula does entry 2 have?

C33H55BrF13GaNO9

---

> Look up the HOMO-LUMO gap of the second one.

0.2590 Eh

---

> Number 1 is which compound?

C33H54BrN5O4S